(1)
The following is a quantum chemistry calculation of a molecular structure, C31H59B2KN7O2P2, from OMol25.

```
! wB97M-V def2-TZVPD RIJCOSX def2/J DEFGRID3
* xyz -1 1
K 0.47254 -0.94085 -1.44597
C 3.81569 4.26216 0.92284
C 3.07497 2.90368 1.09184
C 1.74335 3.07167 1.93817
C 3.96765 2.05196 1.94473
P 2.63507 1.84112 -0.39293
C 1.79869 3.05941 -1.50005
N 0.37100 3.15628 -1.42623
B -0.53059 1.98824 -1.62922
N -1.79401 2.55429 -1.03420
C -3.07973 1.86584 -0.81926
P -2.84323 0.07860 -0.36422
C -2.70728 0.21721 1.50787
C -3.46535 1.35534 2.28527
C -1.26870 0.44256 1.64529
C -3.11254 -1.07389 2.07531
C -4.60358 -0.42317 -0.87394
C -4.32693 -0.52471 -2.40683
C -5.00733 -1.80625 -0.36576
C -5.77477 0.56045 -0.62412
C -1.65179 3.85499 -0.57483
C -2.52359 4.74425 -0.00813
C -2.02962 5.97500 0.47777
C -0.70384 6.24498 0.39740
C 0.19765 5.38402 -0.24084
C -0.27471 4.20992 -0.79212
C 4.26935 1.62392 -1.46068
C 3.82592 0.94703 -2.81319
C 5.03667 2.88566 -1.78436
C 5.16893 0.59964 -0.76754
H 3.87739 4.80467 1.95349
H 3.31692 5.03135 0.36473
H 4.86206 4.11484 0.55857
H 1.94575 3.44987 2.94171
H 1.27811 2.06582 2.05828
H 1.04180 3.76684 1.44195
H 3.95342 2.39078 2.99951
H 4.95628 2.10655 1.59564
H 3.68594 0.98379 1.86933
H 2.00660 2.68573 -2.49903
H 2.24198 4.07871 -1.42545
H -3.64955 1.87950 -1.73168
H -3.51537 2.39257 -0.05288
H -2.95778 2.29874 2.22919
H -3.46030 1.00898 3.31879
H -4.50020 1.44849 1.97083
H -0.84740 1.20454 0.88405
H -0.66975 -0.42810 1.36991
H -0.97652 0.73896 2.64957
H -4.13820 -1.20677 2.07518
H -2.79542 -1.19026 3.12947
H -2.52026 -1.89328 1.54864
H -3.64688 -1.34585 -2.58087
H -3.98737 0.33689 -2.92903
H -5.23761 -0.83716 -2.91840
H -4.07757 -2.42749 -0.49022
H -5.79992 -2.27035 -0.98471
H -5.35433 -1.82666 0.65938
H -5.68471 1.50159 -1.17346
H -5.96173 0.76732 0.46038
H -6.62897 -0.00078 -0.88445
H -3.58069 4.55538 0.00035
H -2.77702 6.68489 0.84673
H -0.41633 7.21404 0.84334
H 1.23709 5.65296 -0.33794
H 3.43209 1.66873 -3.52246
H 3.09946 0.15718 -2.62683
H 4.68179 0.47914 -3.30983
H 4.34290 3.68644 -2.06380
H 5.69105 2.69441 -2.62436
H 5.71168 3.17832 -0.98656
H 4.54806 -0.26428 -0.61844
H 5.64154 1.05302 0.08924
H 5.99091 0.30647 -1.39817
N 3.43703 -0.73581 4.15844
N 2.94674 -1.03631 2.91254
N 3.47674 -1.92310 2.10183
C 2.55960 -2.10225 1.17653
N 1.51855 -1.31660 1.39462
N 1.73199 -0.67098 2.56633
H 4.17949 -0.07761 4.02986
H 3.83765 -1.56774 4.57968
H 2.76488 -2.77894 0.33261
C -1.03178 -6.07987 -2.77611
C -0.84955 -5.24091 -1.52151
C -2.17792 -4.90012 -0.83916
O -0.18467 -4.05504 -1.79881
B 1.18727 -4.06303 -1.45257
O 1.39803 -5.38038 -0.91226
C 0.13569 -5.93294 -0.49893
C -0.09627 -5.50478 0.97730
C 0.24956 -7.40978 -0.64764
H -1.51135 -5.58619 -3.59325
H -1.50040 -7.02950 -2.61564
H -0.11259 -6.44618 -3.08817
H -2.92251 -4.39691 -1.57260
H -2.01288 -4.10281 -0.09288
H -2.66268 -5.82531 -0.37832
H 0.04292 -4.40379 0.95185
H 0.75076 -6.00964 1.54947
H -1.09861 -5.81641 1.38882
H 0.67855 -7.73884 -1.63681
H -0.68243 -7.86723 -0.49874
H 0.90943 -7.80695 0.14178
*
```

HOMO level, eV: -2.91



(2)
The following is a quantum chemistry calculation of 5 unconnected molecules or ions with the total composition C31H59BN5O16, from OMol25.

```
! wB97M-V def2-TZVPD RIJCOSX def2/J DEFGRID3
* xyz 1 1
C 0.83778 -2.28846 1.29969
C 1.17939 -2.21005 -0.17888
O 0.24698 -1.31523 -0.81183
C 0.44577 -1.00556 -2.18187
C 0.43034 0.51369 -2.34740
N -0.96394 0.98596 -2.44750
B -1.20827 2.13826 -3.36143
C -0.39843 3.47550 -3.41102
O -2.26423 1.96557 -4.21500
C -1.82711 0.71399 -1.39104
N -2.98709 0.00858 -1.65433
C -4.29609 0.65984 -1.42805
C -5.41019 -0.22028 -1.93093
N -5.37007 -1.58719 -1.43292
C -5.75739 -1.67987 -0.01585
C -4.52963 -1.69058 0.90939
C -6.18467 -2.39234 -2.31779
C -7.64371 -2.55591 -1.97086
O -5.68670 -2.89138 -3.35128
N -1.54961 1.05191 -0.13619
O -2.40476 0.55362 0.81042
C -0.42852 1.84159 0.36692
C -0.77111 2.63093 1.61494
C -1.74713 3.79383 1.44389
N -1.14672 5.04612 1.91534
H 0.74238 -3.31993 1.62664
H 1.60586 -1.81182 1.90570
H -0.12616 -1.80932 1.47784
H 1.10202 -3.18104 -0.66940
H 2.18783 -1.80733 -0.30736
H 1.39139 -1.40690 -2.55572
H -0.37272 -1.44771 -2.74991
H 0.97529 0.89001 -1.49081
H 0.98051 0.82462 -3.21508
H -1.13668 4.26261 -3.55988
H 0.22171 3.45307 -4.31197
H 0.26068 3.69317 -2.57647
H -2.16723 2.44643 -5.02825
H -2.90233 -0.24487 -2.63233
H -4.40125 0.89097 -0.36823
H -4.36172 1.59702 -1.98166
H -6.35242 0.28586 -1.68403
H -5.34295 -0.26569 -3.01877
H -6.41430 -0.85043 0.25556
H -6.31117 -2.60624 0.12304
H -4.49865 -0.80395 1.54354
H -4.52578 -2.57119 1.55121
H -3.62985 -1.68478 0.29711
H -8.02126 -1.76863 -1.32188
H -8.20583 -2.60364 -2.89879
H -7.77777 -3.50358 -1.44466
H -1.97530 -0.23615 1.16088
H 0.37683 1.13919 0.60962
H -0.06634 2.48864 -0.42521
H 0.18878 3.01542 1.97129
H -1.12360 1.94000 2.38068
H -1.94607 3.92799 0.37691
H -2.69660 3.57159 1.93430
H -0.74532 4.90385 2.83144
H -1.84808 5.76125 2.03553
C 3.19701 -6.31305 0.34977
C 4.32852 -5.55332 0.99149
C 4.41477 -5.61942 2.50323
O 5.04676 -4.36488 2.81891
C 4.74446 -3.49447 1.84768
O 4.95015 -2.32441 1.90040
O 4.16973 -4.12179 0.80663
H 3.01272 -5.93546 -0.65445
H 3.44840 -7.36963 0.27928
H 2.27744 -6.20906 0.92633
H 5.28549 -5.83014 0.54287
H 5.01073 -6.44135 2.88592
H 3.42483 -5.62966 2.96354
C 3.39564 1.24361 0.64963
C 3.37212 1.74993 2.06607
C 4.29749 1.07655 3.05855
O 3.58262 1.26315 4.30056
C 2.27598 1.35973 4.02075
O 1.39371 1.33063 4.81499
O 2.09273 1.47606 2.68928
H 2.48209 1.54572 0.13110
H 4.24767 1.65719 0.11491
H 3.46939 0.16300 0.61341
H 3.51572 2.83389 2.08881
H 5.28454 1.52084 3.12827
H 4.38683 0.00776 2.86304
C -0.33324 -1.66353 8.15510
C 0.21338 -1.64330 6.75213
C -0.60246 -0.90301 5.71331
O -0.25208 -1.60199 4.50208
C 0.09497 -2.86584 4.83799
O 0.26950 -3.74964 4.06601
O 0.22085 -2.97136 6.17103
H 0.11633 -2.47723 8.72044
H -0.10595 -0.72539 8.65804
H -1.41361 -1.80951 8.15442
H 1.24512 -1.28239 6.74453
H -0.35831 0.15015 5.61846
H -1.67445 -1.02638 5.88439
C 3.17623 5.99818 -6.57553
C 3.55985 4.55857 -6.35712
C 3.57115 3.65998 -7.57839
O 3.28356 2.37015 -7.00433
C 2.58144 2.56435 -5.88153
O 2.03470 1.70385 -5.26700
O 2.57418 3.86562 -5.54250
H 2.86752 6.45223 -5.63596
H 4.02617 6.55561 -6.96455
H 2.34953 6.08328 -7.28094
H 4.51369 4.48669 -5.82947
H 4.51823 3.62644 -8.10646
H 2.76732 3.91200 -8.27254
*
```

HOMO level, eV: -11.45



(3)
The following is a quantum chemistry calculation of a molecular structure, C31H59GeN4O2SSi4TeZn, from OMol25.

```
! wB97M-V def2-TZVPD RIJCOSX def2/J DEFGRID3
* xyz 1 1
Zn 1.72724 -1.66774 2.32544
N 3.66252 -1.17201 2.69685
C 3.69157 0.16219 3.27811
C 2.29392 0.85623 3.30644
O 2.34836 1.94491 3.87246
O 1.24647 0.29186 2.84864
H 4.04092 -1.88010 3.33675
H 4.23245 -1.23503 1.84724
H 4.34195 0.82592 2.72764
H 4.07202 0.13536 4.32581
N 0.34431 -5.35285 1.05336
C 0.93880 -5.90075 -0.07856
C 0.64748 -7.19473 -0.56402
C 1.19092 -7.62754 -1.75856
C 1.96348 -6.76691 -2.54322
C 2.33062 -5.52870 -2.04362
C 1.78439 -5.09773 -0.82050
S 2.31492 -3.50721 -0.34601
N 1.52758 -3.31755 1.14216
C 0.73880 -4.22993 1.67923
C 0.20484 -3.92971 2.98848
C -0.54983 -4.83244 3.73850
C -0.93459 -4.46334 5.01657
C -0.68661 -3.17925 5.49372
C 0.06132 -2.34844 4.69602
N 0.49810 -2.70754 3.47572
H -0.29520 -5.93889 1.55539
H 0.03231 -7.81752 0.05562
H 0.93041 -8.62105 -2.15110
H 2.29700 -7.17434 -3.51598
H 3.05035 -4.87548 -2.54184
H -0.73296 -5.82648 3.38567
H -1.46342 -5.17494 5.65981
H -1.02873 -2.92694 6.51808
H 0.32302 -1.36699 5.06974
C -4.20836 -0.44125 3.91904
C -3.02348 0.05393 4.76235
C -2.03908 0.96466 4.00059
C -1.81151 0.63826 2.52699
Ge -0.72667 1.94384 1.59819
C -1.88505 3.27165 0.60843
C -3.13385 3.69147 1.41611
C -3.18128 5.19825 1.86078
C -2.21962 5.64810 2.99303
H -5.00116 -0.91178 4.49509
H -3.90803 -1.13986 3.11724
H -4.73842 0.42444 3.41927
H -2.55604 -0.81852 5.23574
H -3.39872 0.66687 5.59560
H -1.12083 1.05312 4.57719
H -2.49631 1.96360 4.10511
H -2.76122 0.51236 2.01685
H -1.30535 -0.31602 2.41902
H 0.21440 2.71978 2.55944
H -2.14362 2.81721 -0.34025
H -1.18765 4.10959 0.47037
H -3.20584 3.08720 2.31409
H -4.04556 3.42058 0.85649
H -4.18075 5.40066 2.24041
H -3.05240 5.88293 1.00462
H -2.46794 5.14853 3.93331
H -2.32987 6.71168 3.21404
H -1.16459 5.39770 2.81091
C 1.50159 4.42994 -1.46688
Si 0.66357 3.66033 -2.99663
C -1.09827 4.20543 -2.99268
C 1.51034 4.41541 -4.53444
Si 0.82519 1.23590 -2.64793
Te 1.11249 0.80295 -0.14509
Si 2.59732 0.49492 -4.02476
C 2.33011 0.94027 -5.82383
C 4.16688 1.26715 -3.35502
C 2.76677 -1.34866 -3.88403
Si -1.21682 0.14861 -3.27095
C -2.67021 0.79058 -2.27125
C -1.15290 -1.71019 -3.07163
C -1.75669 0.42297 -5.05493
H 1.92442 5.42115 -1.72484
H 2.27555 3.83920 -1.01298
H 0.76053 4.61035 -0.67430
H -1.18258 5.20904 -2.57208
H -1.69536 3.55954 -2.34788
H -1.52499 4.16600 -3.99564
H 1.86150 5.43839 -4.24824
H 0.77911 4.47974 -5.36357
H 2.36622 3.80576 -4.85243
H 1.54813 1.69228 -5.97988
H 2.02314 0.04064 -6.36310
H 3.29570 1.29597 -6.20186
H 4.09543 2.34268 -3.14648
H 5.03606 1.16127 -4.04143
H 4.51608 0.86460 -2.39628
H 2.11571 -1.78758 -3.09784
H 3.80095 -1.56459 -3.56405
H 2.49964 -1.88009 -4.79455
H -2.46237 0.88630 -1.21093
H -3.55258 0.14448 -2.36969
H -3.00341 1.79414 -2.62458
H -0.52147 -2.05250 -2.20797
H -0.76609 -2.20615 -3.98795
H -2.14998 -2.08502 -2.86316
H -1.84027 1.50262 -5.25768
H -2.74322 -0.03380 -5.20472
H -1.10114 -0.05340 -5.81592
*
```

Relative energy (zero: lowest compared OMol25 entry of this formula, charge and spin), eV: 0.5111
HOMO level, eV: -9.43



(4)
The following is a quantum chemistry calculation of 7 unconnected molecules or ions with the total composition C31H60F2N7O10, from OMol25.

```
! wB97M-V def2-TZVPD RIJCOSX def2/J DEFGRID3
* xyz 1 1
C -3.48271 1.26927 -2.08038
C -3.70030 0.00514 -1.03355
O -4.21052 -1.12579 -1.59561
O -3.39982 0.09301 0.40733
C -2.44398 -0.99100 0.81147
C -1.21546 -1.02322 -0.31895
C -0.16738 0.26707 -0.48971
C 1.02707 0.23506 -1.64655
C 2.00048 1.54530 -1.79735
C 3.60780 1.23303 -1.71803
F 1.68994 2.43810 -0.62105
C 1.10946 -1.13052 -2.59710
C 2.22898 -1.26234 -3.81582
C 1.70410 -0.55849 -5.23926
C 2.40882 -1.26951 -6.53843
O 1.78483 0.91045 -5.22466
N 0.12444 -2.30358 -2.40901
O 0.13670 -3.41759 -3.19275
C -0.99030 -2.28439 -1.34188
F -1.92347 -3.44052 -1.26094
H -3.30990 2.29838 -1.55065
H -4.42212 1.37791 -2.79103
H -2.53696 1.09921 -2.78267
H -3.04031 -1.99799 0.79776
H -2.05036 -0.69022 1.88043
H -0.36870 1.17744 0.23130
H 1.77945 2.21057 -2.75316
H 4.12810 2.13928 -1.15237
H 3.85479 0.18517 -1.24513
H 4.01473 1.30428 -2.83815
H 2.37030 -2.41436 -4.09541
H 3.30300 -0.88663 -3.50574
H 0.54660 -0.83416 -5.29682
H 2.75709 -2.35931 -6.25854
H 3.30201 -0.67723 -7.00833
H 1.57788 -1.39629 -7.37235
H 1.07440 1.18785 -4.54450
H 0.64451 -4.16480 -2.74061
C 6.38727 -5.00528 -5.94533
C 4.92737 -4.85412 -5.60375
O 4.54287 -4.17316 -4.65701
N 4.02636 -5.50832 -6.39166
C 4.29422 -6.34672 -7.53759
H 6.99341 -4.43297 -5.23849
H 6.67770 -6.05683 -5.87866
H 6.57507 -4.62285 -6.95179
H 3.06090 -5.36766 -6.11142
H 3.78657 -5.91423 -8.40137
H 3.88852 -7.33923 -7.33500
H 5.36217 -6.42856 -7.74916
C 3.10409 0.64304 2.19368
C 4.50421 0.96555 1.73927
O 4.81403 1.00989 0.55188
N 5.43706 1.21183 2.70350
C 5.25469 1.20396 4.13685
H 2.46440 0.46892 1.32475
H 3.11120 -0.26248 2.80567
H 2.69531 1.48211 2.76232
H 6.35924 1.42254 2.33525
H 5.51608 2.19243 4.51827
H 5.92940 0.45879 4.56137
H 4.22782 0.96628 4.42150
C -0.78839 -0.25831 4.95139
C 0.41680 0.61759 4.72518
O 1.56112 0.17222 4.73124
N 0.19665 1.94629 4.50914
C -1.06997 2.64037 4.46768
H -0.46969 -1.29163 5.11033
H -1.33060 0.07743 5.83898
H -1.44002 -0.22766 4.07450
H 1.04613 2.48264 4.36370
H -1.16952 3.10789 3.48666
H -1.06079 3.41112 5.24007
H -1.91460 1.96937 4.63604
C -8.05205 -2.24268 3.12779
C -6.96100 -1.40974 3.74960
O -6.65997 -1.50423 4.93632
N -6.30365 -0.52970 2.94089
C -6.52115 -0.28566 1.53343
H -8.49149 -2.89942 3.88288
H -8.83769 -1.59255 2.73454
H -7.63705 -2.86232 2.32884
H -5.58124 0.00122 3.41700
H -5.59027 -0.49580 1.00410
H -6.78336 0.76603 1.40724
H -7.31862 -0.90906 1.12431
C -3.74677 3.78606 -5.84233
C -4.01772 4.26601 -4.43981
O -4.45928 3.52377 -3.56691
N -3.75349 5.57489 -4.16120
C -3.23576 6.58513 -5.05516
H -4.00096 2.72635 -5.92590
H -4.36046 4.34656 -6.55210
H -2.68664 3.90777 -6.07856
H -3.95615 5.83718 -3.20174
H -2.29982 6.96071 -4.63821
H -3.96313 7.39679 -5.10877
H -3.05406 6.19516 -6.05860
C 1.22313 0.89706 10.66182
C 1.46402 1.40436 9.26344
O 2.10500 2.42734 9.03870
N 0.93934 0.68074 8.23307
C 0.16490 -0.53681 8.30815
H 1.69520 1.56737 11.38460
H 0.14997 0.86705 10.86666
H 1.65926 -0.09852 10.77633
H 1.13529 1.07265 7.31741
H 0.69534 -1.31195 7.75257
H -0.80449 -0.35245 7.84230
H 0.01457 -0.86815 9.33751
*
```

HOMO level, eV: -10.78



Among the records above, which one has the highest HOMO level?
C31H59B2KN7O2P2